# 1
A structure of composition C44H120As4F24N8O8. Source: the OMol25 dataset; level of theory: wB97M-V/def2-TZVPD.

Results
E_HOMO (alpha / beta)   -8.17 / -14.74 eV
Lowest unoccupied orbital energy (alpha / beta)   -6.28 / -6.33 eV

```
! RIJCOSX wB97M-V def2-TZVPD def2/J DEFGRID3
* xyz 3 2
C 8.166 0.715 -2.875
C 7.635 -0.234 -1.737
N 6.470 0.233 -0.815
C 6.343 -0.710 0.306
C 7.019 1.573 -0.152
C 8.515 1.606 0.419
C 5.145 0.435 -1.606
C 4.419 -0.742 -2.108
O 4.219 -1.805 -1.156
C 3.018 -1.542 -0.417
H 8.639 0.220 -3.723
H 8.944 1.233 -2.315
H 7.520 1.532 -3.197
H 8.435 -0.630 -1.111
H 7.242 -1.081 -2.299
H 6.147 -1.717 -0.064
H 5.385 -0.470 0.767
H 7.267 -0.684 0.884
H 6.216 1.901 0.508
H 6.986 2.308 -0.956
H 8.694 0.733 1.047
H 8.663 2.513 1.004
H 9.268 1.716 -0.362
H 5.529 1.084 -2.392
H 4.551 1.082 -0.959
H 4.997 -1.271 -2.866
H 3.436 -0.445 -2.474
H 3.119 -0.592 0.108
H 2.734 -2.290 0.323
H 2.260 -1.486 -1.198
C 0.160 -0.577 4.390
C -0.508 0.062 5.656
N -0.292 1.606 5.944
C -0.537 2.385 4.549
C -1.492 1.960 6.861
C -1.501 1.340 8.338
C 1.085 1.986 6.566
C 2.324 1.927 5.714
O 2.989 0.678 5.900
C 3.927 0.458 4.902
H -0.268 -0.244 3.445
H -0.014 -1.653 4.412
H 1.212 -0.318 4.272
H -0.343 -0.405 6.626
H -1.515 -0.351 5.603
H -1.456 2.134 4.019
H 0.360 2.145 3.979
H -0.611 3.460 4.710
H -2.362 1.587 6.321
H -1.572 3.037 7.010
H -1.499 0.250 8.339
H -2.516 1.362 8.736
H -0.789 1.678 9.091
H 1.157 1.306 7.415
H 0.941 2.976 6.997
H 3.034 2.685 6.043
H 2.235 2.213 4.666
H 4.797 1.115 4.891
H 3.584 0.680 3.892
H 4.250 -0.583 4.865
C -1.090 6.744 0.563
C -2.008 6.042 1.579
N -3.496 5.900 1.120
C -3.465 4.952 -0.107
C -4.228 5.309 2.378
C -3.796 3.834 2.691
C -4.246 7.211 0.731
C -4.445 8.225 1.806
O -3.181 8.685 2.230
C -3.156 9.508 3.322
H -1.550 7.632 0.131
H -0.853 6.094 -0.279
H -0.235 7.209 1.054
H -2.247 6.683 2.427
H -1.578 5.093 1.900
H -3.111 5.452 -1.008
H -4.446 4.575 -0.394
H -2.740 4.145 -0.009
H -5.292 5.498 2.230
H -4.060 5.835 3.317
H -2.904 3.845 3.318
H -3.592 3.179 1.844
H -4.547 3.306 3.278
H -5.220 7.023 0.279
H -3.732 7.625 -0.137
H -5.111 7.718 2.504
H -5.083 9.027 1.433
H -2.950 8.874 4.184
H -3.962 10.189 3.597
H -2.293 10.174 3.343
C -4.888 -3.852 -5.669
C -3.898 -3.130 -4.744
C -2.907 -2.189 -5.538
O -3.061 -0.887 -5.118
C -3.122 0.208 -6.102
N -4.768 -2.366 -3.724
H -4.220 -1.629 -3.304
H -5.571 -1.931 -4.156
H -5.155 -2.941 -2.989
H -5.436 -4.676 -5.213
H -4.209 -4.246 -6.425
H -5.558 -3.191 -6.218
H -3.347 -3.868 -4.162
H -3.072 -2.350 -6.604
H -1.840 -2.389 -5.445
H -3.890 0.071 -6.864
H -2.191 0.291 -6.662
H -3.187 1.176 -5.605
C 1.825 2.776 -7.627
C 3.108 3.338 -7.054
C 3.463 2.814 -5.699
O 2.356 3.123 -4.861
C 2.457 2.389 -3.682
N 4.259 3.080 -7.990
H 4.627 2.145 -7.887
H 4.126 3.346 -8.955
H 4.986 3.694 -7.649
H 0.905 3.011 -7.092
H 1.930 1.701 -7.772
H 1.608 3.115 -8.640
H 2.972 4.420 -7.057
H 4.378 3.192 -5.243
H 3.606 1.735 -5.759
H 2.240 1.329 -3.814
H 1.737 2.779 -2.963
H 3.404 2.429 -3.144
C 0.843 -7.622 5.200
C -0.614 -7.743 4.709
C -1.053 -6.775 3.608
O -2.501 -7.018 3.449
C -3.339 -5.864 3.436
N -0.993 -9.184 4.380
H -1.967 -9.355 4.172
H -0.558 -9.555 3.547
H -0.741 -9.863 5.084
H 1.465 -6.794 4.859
H 1.347 -8.575 5.044
H 0.742 -7.501 6.278
H -1.288 -7.583 5.551
H -0.638 -6.914 2.610
H -0.952 -5.727 3.889
H -2.913 -5.073 2.818
H -3.319 -5.576 4.488
H -4.383 -6.006 3.157
C 4.054 -6.608 -3.459
C 3.978 -5.029 -3.335
C 2.652 -4.457 -3.857
O 2.729 -3.049 -3.917
C 2.046 -2.454 -5.071
N 4.379 -4.583 -1.903
H 4.151 -3.614 -1.731
H 3.890 -4.982 -1.114
H 5.331 -4.665 -1.576
H 4.957 -7.084 -3.080
H 3.954 -6.976 -4.480
H 3.347 -7.033 -2.746
H 4.790 -4.628 -3.941
H 1.807 -4.768 -3.242
H 2.588 -4.918 -4.842
H 2.261 -2.756 -6.097
H 2.292 -1.392 -5.074
H 0.996 -2.691 -4.898
C -1.926 -2.593 0.716
C -1.584 -1.066 0.583
C -0.807 -0.759 -0.697
O -1.288 -1.477 -1.708
C -0.505 -1.235 -2.924
N -2.841 -0.210 0.641
H -3.178 -0.551 1.530
H -2.754 0.793 0.722
H -3.570 -0.354 -0.043
H -2.253 -2.923 -0.270
H -2.755 -2.939 1.333
H -1.112 -3.232 1.057
H -0.913 -0.845 1.413
H 0.239 -0.903 -0.425
H -0.952 0.261 -1.052
H -1.024 -1.681 -3.772
H 0.449 -1.711 -2.698
H -0.258 -0.205 -3.181
As -5.462 -5.316 -0.971
F -5.143 -5.210 0.814
F -5.588 -3.527 -0.926
F -5.620 -5.170 -2.759
F -5.424 -7.112 -1.013
F -7.256 -5.364 -0.866
F -3.726 -5.310 -1.317
As -4.767 0.018 3.886
F -4.487 -1.240 2.583
F -6.177 -0.783 4.468
F -4.882 1.307 5.165
F -3.188 0.735 3.364
F -5.657 1.035 2.780
F -3.891 -1.042 5.129
As -5.309 1.413 -1.951
F -6.195 1.069 -0.467
F -5.829 3.136 -1.850
F -4.249 1.850 -3.428
F -4.635 -0.305 -1.863
F -6.635 0.924 -3.066
F -3.893 1.999 -1.062
As 1.272 2.411 0.496
F -0.508 2.362 0.854
F 1.456 3.194 2.116
F 3.017 2.488 0.264
F 1.049 1.563 -1.014
F 1.130 3.954 -0.398
F 1.474 0.773 1.256
*
```



# 2
A cluster of 14 separate species, C44H121F3N9O15 in total. Source: the OMol25 dataset; level of theory: wB97M-V/def2-TZVPD.

Results
E_HOMO (alpha / beta)   -8.62 / -8.62 eV
Lowest unoccupied orbital energy (alpha / beta)   0.21 / -4.30 eV

```
! RIJCOSX wB97M-V def2-TZVPD def2/J DEFGRID3
* xyz 0 2
C -1.696 -0.995 0.353
O -0.892 0.014 -0.338
O -3.031 -0.724 -0.083
C -1.070 -2.430 0.280
F -1.930 -3.340 0.836
F -0.814 -2.821 -0.948
F 0.081 -2.586 0.927
C 0.277 0.531 0.235
C 0.842 1.664 -0.671
H 0.047 2.387 -0.853
H 1.743 2.074 -0.216
H 1.150 1.253 -1.633
H 1.040 -0.241 0.334
H 0.039 0.958 1.209
H -1.687 -0.785 1.422
C -5.519 -0.782 2.382
O -4.608 0.251 1.887
H -5.604 -1.583 1.648
H -5.006 -1.265 3.214
H -6.511 -0.413 2.641
H -4.016 -0.149 1.246
C -4.622 -4.072 -0.268
O -4.060 -3.197 -1.201
H -4.560 -3.486 0.649
H -5.636 -4.378 -0.527
H -4.019 -4.968 -0.125
H -3.537 -2.489 -0.817
C -6.734 -0.570 -1.020
O -5.659 0.282 -1.263
H -6.514 -1.538 -1.469
H -6.930 -0.585 0.053
H -7.628 -0.235 -1.544
H -4.887 0.052 -0.741
C -1.969 -4.935 -2.943
O -2.618 -6.133 -3.262
H -2.315 -4.612 -1.961
H -0.896 -5.035 -3.107
H -2.268 -4.133 -3.619
H -3.496 -5.867 -3.545
C 4.161 -0.750 0.970
C 5.680 -0.852 0.681
C 6.575 0.065 1.515
O 6.256 1.419 1.214
C 7.300 2.293 1.541
N 6.092 -2.256 0.836
H 3.749 0.251 0.845
H 3.904 -1.000 2.000
H 3.548 -1.461 0.415
H 5.826 -0.590 -0.367
H 7.622 -0.207 1.384
H 6.341 -0.010 2.577
H 7.132 3.354 1.355
H 8.138 2.114 0.866
H 7.717 2.211 2.545
H 7.095 -2.227 0.726
H 5.894 -2.652 1.744
C -4.067 0.394 5.982
C -3.161 1.302 5.099
C -2.015 0.526 4.393
O -1.111 -0.073 5.315
C 0.120 -0.540 4.750
N -3.957 1.996 4.070
H -3.482 -0.133 6.736
H -4.618 -0.386 5.455
H -4.788 1.034 6.491
H -2.668 2.000 5.775
H -1.430 1.114 3.686
H -2.432 -0.151 3.647
H 0.807 -0.787 5.559
H 0.596 0.191 4.098
H 0.114 -1.484 4.205
H -3.404 2.759 3.708
H -4.185 1.365 3.315
C -2.751 -3.115 4.208
C -3.721 -4.165 4.805
C -4.632 -4.776 3.751
O -5.638 -3.869 3.263
C -6.694 -4.625 2.630
N -2.944 -5.188 5.486
H -2.099 -3.436 3.395
H -2.127 -2.617 4.950
H -3.357 -2.291 3.830
H -4.340 -3.556 5.463
H -5.016 -5.710 4.159
H -4.045 -5.132 2.905
H -6.382 -5.275 1.813
H -7.404 -3.892 2.248
H -7.309 -5.237 3.289
H -2.136 -4.766 5.921
H -2.559 -5.849 4.827
C 2.823 -4.546 -6.348
C 2.664 -3.122 -5.767
C 1.974 -3.078 -4.416
O 2.187 -1.772 -3.911
C 1.523 -1.591 -2.653
N 4.010 -2.540 -5.656
H 1.902 -5.129 -6.367
H 3.557 -5.137 -5.801
H 3.272 -4.444 -7.336
H 2.055 -2.491 -6.415
H 2.338 -3.926 -3.836
H 0.924 -3.303 -4.608
H 0.449 -1.577 -2.838
H 1.804 -0.604 -2.286
H 1.707 -2.305 -1.850
H 4.459 -3.085 -4.933
H 3.798 -1.690 -5.154
C 2.262 -6.207 -2.116
C 1.743 -6.981 -0.877
C 0.667 -6.181 -0.220
O 0.176 -6.877 0.895
C -0.687 -6.177 1.699
N 1.268 -8.323 -1.285
H 1.487 -6.126 -2.879
H 3.080 -6.670 -2.667
H 2.502 -5.189 -1.812
H 2.594 -7.067 -0.201
H -0.099 -6.061 -0.986
H 1.010 -5.190 0.078
H -1.222 -6.846 2.373
H -1.465 -5.628 1.169
H -0.192 -5.380 2.253
H 0.550 -8.548 -0.612
H 0.768 -8.289 -2.162
C 3.857 3.999 -2.755
C 4.523 2.808 -2.111
C 5.484 2.028 -3.085
O 4.924 1.732 -4.349
C 3.738 0.965 -4.209
N 5.221 3.219 -0.891
H 3.434 4.566 -1.927
H 3.131 3.681 -3.504
H 4.509 4.731 -3.232
H 3.755 2.117 -1.764
H 5.851 1.072 -2.711
H 6.273 2.763 -3.244
H 3.362 0.588 -5.160
H 2.855 1.436 -3.777
H 3.886 0.016 -3.694
H 5.533 2.447 -0.318
H 4.558 3.692 -0.294
C -4.817 4.770 1.550
C -3.797 4.488 0.494
C -2.379 4.422 1.065
O -2.197 3.696 2.246
C -0.890 3.871 2.775
N -4.172 3.217 -0.086
H -4.704 5.695 2.115
H -4.836 3.927 2.240
H -5.822 4.829 1.131
H -3.866 5.247 -0.285
H -2.256 5.479 1.299
H -1.624 4.206 0.309
H -0.166 3.322 2.173
H -0.987 3.527 3.804
H -0.604 4.923 2.798
H -5.168 3.276 -0.243
H -4.095 2.495 0.616
C -0.276 5.928 -2.710
C -0.638 5.468 -4.086
C 0.436 4.459 -4.647
O 1.674 5.129 -4.931
C 1.871 5.298 -6.327
N -1.947 4.808 -4.078
H -0.141 5.071 -2.050
H -1.013 6.649 -2.355
H 0.684 6.443 -2.666
H -0.749 6.238 -4.849
H 0.101 3.839 -5.478
H 0.633 3.761 -3.834
H 0.992 5.799 -6.733
H 1.958 4.345 -6.850
H 2.726 5.924 -6.581
H -2.227 4.696 -5.042
H -2.579 5.529 -3.761
C 1.456 5.577 0.483
C 2.125 5.875 1.844
C 3.592 5.390 1.873
O 3.653 4.011 1.579
C 3.449 3.192 2.717
N 2.099 7.352 2.079
H 2.110 5.967 -0.297
H 0.466 6.013 0.344
H 1.338 4.503 0.340
H 1.603 5.337 2.635
H 4.164 5.594 2.778
H 4.133 5.877 1.062
H 4.118 3.442 3.541
H 3.577 2.174 2.350
H 2.444 3.276 3.132
H 2.935 7.537 2.615
H 2.144 7.873 1.214
*
```